DFT (ωB97M-V/def2-TZVPD) results for a cluster of 6 separate species, C31H56F3NO12S in total.

Output
- orbital gap (Eh) = 0.27996
- DFT total energy (hartree) = -2869.98921
- HOMO energy (eV) = -9.10
- total charge = 0
- max |F| (Eh/bohr) = 0.1167

Cartesian coordinates (Å):
H: -3.895 0.026 -7.858
H: -4.067 0.150 -2.015
H: -3.009 2.068 -0.838
O: -0.943 -5.380 0.300
H: -1.113 3.868 4.992
H: 0.701 -4.640 4.788
H: -5.659 0.860 -1.794
C: 6.168 5.038 0.589
H: 2.655 4.079 4.904
H: -4.076 1.417 -6.768
H: -0.163 5.092 5.858
H: 0.229 4.659 4.181
H: 5.672 7.253 2.182
H: 1.455 1.056 -0.516
C: -1.892 0.231 4.348
H: 0.732 -0.855 -1.129
H: 0.061 -3.489 -5.182
C: 2.168 -1.631 1.277
C: -4.078 1.879 -0.717
F: -4.410 -2.747 -0.224
C: 2.749 -4.936 2.075
H: -4.697 3.830 -1.435
O: -0.379 -0.273 1.215
C: 0.771 -2.372 1.172
H: 3.012 -2.367 1.470
O: -3.682 -5.737 1.290
H: 3.765 -4.437 2.026
C: -5.016 -3.476 0.786
H: -4.473 1.669 -2.840
H: -4.403 -0.187 -4.765
H: 5.361 5.790 3.139
H: 6.584 4.366 1.346
C: 0.829 3.174 5.641
C: 2.478 -0.942 -0.133
H: -2.628 1.240 -7.779
H: -4.439 3.741 0.319
H: 2.083 -0.921 2.145
C: 1.343 -1.739 -5.203
H: 0.845 -1.267 -6.052
H: 4.273 3.973 1.962
H: 2.160 -1.110 -3.542
C: 4.833 5.607 1.046
F: -5.861 -2.705 1.570
H: 2.338 -3.259 -6.391
H: 4.414 6.238 0.259
H: -2.111 0.599 -5.432
O: 3.912 4.539 1.266
C: -2.673 -0.085 -6.072
H: 0.845 -3.141 -3.626
O: 1.717 -0.701 -4.299
H: -3.327 -0.480 1.450
N: 2.840 1.272 1.150
H: 2.960 2.283 1.022
C: 2.443 0.642 -0.130
H: 2.559 -4.309 -0.069
C: -2.054 -3.515 1.431
H: -3.171 -1.425 -4.449
C: 1.886 -4.695 0.754
H: 1.189 2.457 3.859
H: 1.510 -5.713 0.420
O: 0.855 2.107 4.696
C: -2.438 -0.346 3.427
H: 3.648 0.826 1.585
C: -4.598 1.100 -1.915
H: 3.480 -1.300 -0.514
H: 3.278 -1.769 -6.168
H: 0.450 2.764 6.581
H: 2.888 -6.057 2.200
C: 0.381 -2.690 -4.509
O: 1.510 -1.443 -1.098
C: -3.006 -1.218 2.252
H: -3.871 -1.793 2.687
H: 3.212 0.977 -0.910
O: -1.735 -0.994 -6.646
C: -3.362 0.698 -7.178
H: -0.504 -2.152 -4.161
H: -4.223 -1.583 -5.847
H: -1.694 0.788 5.299
C: 2.591 -2.466 -5.682
O: 0.970 -5.103 3.964
C: 4.985 6.416 2.324
S: -3.678 -4.344 1.770
C: -4.815 3.198 -0.552
H: -5.181 0.920 0.583
F: -5.839 -4.431 0.202
C: -3.679 -0.858 -5.233
H: 2.903 2.908 6.190
H: 6.890 5.834 0.395
H: 6.042 4.450 -0.323
C: -0.495 -1.480 1.356
O: -3.968 -4.376 3.219
H: 4.018 6.809 2.647
C: -1.885 -2.164 1.683
C: -0.107 4.266 5.145
H: 2.254 4.514 6.579
H: -5.883 3.029 -0.383
O: 2.476 -3.411 3.916
H: -2.222 -1.605 -7.214
H: 3.132 -2.909 -4.840
C: 0.663 -3.737 0.936
C: -0.813 -4.297 0.852
O: -4.237 1.094 0.466
C: 2.047 -4.440 3.402
C: 2.239 3.705 5.845

---

DFT (ωB97M-V/def2-TZVPD) results for a structure of composition C31H56N3O3P2Sn.

Output
- orbital gap (Eh) = 0.21210
- DFT total energy (hartree) = -2501.49086
- HOMO energy (eV) = -8.57
- total charge = +1
- max |F| (Eh/bohr) = 0.0601

Cartesian coordinates (Å):
H: -3.871 3.105 2.230
O: 3.143 1.981 3.508
H: 1.671 -2.861 1.943
H: -3.409 2.229 -3.226
C: 1.298 3.773 -1.606
H: 2.194 2.847 0.840
C: 1.739 0.221 4.254
C: 1.519 -2.087 -3.729
N: 2.434 0.711 5.482
C: 0.325 5.597 -0.200
H: 0.907 -6.631 -1.136
P: -0.725 2.992 0.174
H: 2.007 -0.819 4.046
C: 1.247 0.243 -3.131
H: 0.830 -5.143 -3.414
H: 3.797 -0.650 -3.222
H: 0.461 -2.105 -4.001
H: -2.016 -3.079 -1.664
C: -2.921 -1.089 -2.747
H: 0.108 5.959 0.814
C: 1.000 -1.380 -1.234
C: -0.876 -1.931 1.953
H: 2.694 4.535 0.579
C: -3.117 2.673 1.555
H: -1.935 -4.220 2.301
C: -0.360 -3.194 1.223
H: 3.695 -1.909 -1.974
H: 1.757 1.067 6.161
H: -0.845 3.101 3.144
O: -2.335 -0.325 4.542
H: 2.190 4.396 -1.776
H: -3.099 4.909 -0.149
C: -1.302 -2.268 -1.452
H: -0.529 5.804 -0.859
O: 1.801 1.044 1.979
H: -2.349 -3.858 0.617
H: 1.851 -3.096 -3.497
Sn: -0.112 0.606 0.929
C: 0.734 4.119 -0.219
H: -0.024 -1.294 2.275
H: -2.671 3.312 -1.220
C: 0.375 -5.834 -0.594
C: -1.999 3.720 1.365
H: 2.082 -1.766 -4.618
H: -3.619 2.437 0.606
H: 2.947 -0.050 5.933
H: 2.594 -4.381 -0.306
H: -3.234 -2.083 -3.056
H: 1.428 1.029 -2.392
H: 1.358 -4.560 1.573
H: -4.228 -0.012 -4.074
H: 3.398 -0.215 -1.533
H: 0.653 0.303 4.364
H: -2.757 1.742 2.018
C: -1.291 4.003 2.702
N: -1.588 0.235 -1.227
H: -1.390 -2.208 2.886
H: 2.646 -5.243 -1.856
P: 0.051 -2.921 -0.576
H: 2.571 -3.466 -1.813
C: -1.993 0.370 3.699
H: -1.617 -1.391 1.342
H: -0.502 4.765 2.600
H: 3.077 1.477 5.128
H: 0.167 0.198 -3.321
C: 0.071 -4.704 -2.751
H: 1.515 4.137 1.848
C: 2.276 1.155 3.172
H: 1.757 0.516 -4.064
H: -1.978 5.870 0.843
C: 1.765 -1.097 -2.621
H: -1.211 3.243 -2.176
C: 0.677 -4.517 -1.336
H: 0.583 3.980 -2.413
C: -2.110 1.332 -1.786
C: -2.659 5.013 0.850
C: -1.888 -1.002 -1.769
H: 1.177 6.185 -0.572
C: -3.032 1.287 -2.835
H: 0.642 -3.836 3.020
H: 0.747 -5.856 0.433
H: -0.783 -5.401 -2.720
C: -1.734 2.748 -1.341
C: 1.839 3.886 0.829
C: 2.211 -4.380 -1.335
H: -0.311 -3.781 -3.202
C: 0.904 -3.648 1.968
H: 1.618 2.726 -1.660
H: -2.038 4.389 3.413
C: -1.537 -4.188 1.278
H: -1.259 -5.209 1.013
C: -3.469 0.050 -3.299
H: -0.690 -6.095 -0.612
C: 3.258 -0.966 -2.317
N: 1.099 -0.526 -0.340
H: -3.480 5.257 1.540

---

DFT (ωB97M-V/def2-TZVPD) results for a structure of composition C31H56N3O3P2Ti.

Output
- orbital gap (alpha / beta) (Eh) = 0.20148 / 0.20283
- DFT total energy (hartree) = -3136.75666
- HOMO energy (alpha / beta) (eV) = -8.43 / -8.46
- total charge = +1
- max |F| (Eh/bohr) = 0.1144
- multiplicity = 3
- relative energy (zero: lowest compared OMol25 entry of this formula, charge and spin) (kJ/mol) = 0.0

Cartesian coordinates (Å):
H: -0.607 1.924 5.622
C: -2.547 0.646 -0.362
H: -0.381 -0.515 3.930
H: 3.059 -4.130 -2.160
O: 2.135 0.453 2.984
C: 2.018 3.070 -2.639
C: -0.374 2.114 4.563
C: 0.260 -4.344 -3.097
C: -2.474 -0.121 -3.000
H: -2.130 -4.076 3.653
C: -1.448 -4.017 -1.277
H: -0.962 4.682 -0.264
H: -4.410 0.806 -3.189
H: 0.940 -4.656 0.285
H: 3.488 3.729 -4.054
N: -1.642 -3.315 3.164
H: 1.271 4.658 -3.899
H: -3.010 1.706 5.142
H: 2.947 -1.671 0.658
H: -1.808 -5.055 -1.322
C: 2.655 -2.080 -1.467
C: 1.590 1.903 -3.539
H: 3.114 -3.902 -0.372
H: 0.076 -5.424 -3.228
C: -1.165 3.631 -0.006
C: 1.922 2.608 -1.144
H: 4.151 2.645 -2.823
H: 1.719 -5.350 -1.158
H: 0.700 4.906 1.712
O: -0.444 -1.707 1.486
Ti: 0.324 -0.063 0.497
H: -0.379 3.202 4.425
H: -3.087 0.264 1.686
H: -0.542 3.013 -0.655
H: -2.116 -0.678 3.459
H: 0.951 3.494 2.769
O: 1.535 -2.792 1.690
C: 3.201 -1.226 -0.314
C: -2.838 1.916 4.076
H: 0.060 4.073 -2.754
H: -0.453 -3.819 -3.741
H: 1.378 2.251 -4.558
H: -3.635 1.419 3.510
H: 0.632 1.726 4.365
H: -0.791 -4.562 1.664
H: 3.768 4.330 -2.410
H: 0.186 -4.409 3.138
C: 0.766 -5.026 -0.730
H: -2.032 -3.435 -1.995
N: 1.541 1.707 -0.455
C: 2.985 -1.432 -2.803
H: 1.402 5.101 -2.191
C: -2.619 1.076 1.102
H: -1.396 -2.592 3.863
C: 3.442 3.460 -2.992
H: 2.754 -0.362 -2.779
C: -0.842 3.414 1.478
H: -1.671 -0.225 5.116
H: -1.645 -3.626 -0.273
N: -1.441 0.039 -0.829
C: -3.593 0.534 -2.523
C: 0.308 -2.719 1.819
C: -0.450 -3.866 2.437
P: 0.664 -2.188 -1.324
H: 1.278 -4.138 -3.463
H: 0.704 1.366 -3.163
H: -1.636 5.351 1.919
C: -1.391 -0.106 4.057
H: -2.944 2.995 3.951
H: -1.538 4.343 3.355
H: 4.302 -1.219 -0.394
C: -1.448 -0.517 -2.112
C: 3.327 -3.446 -1.346
C: 0.056 -3.987 -1.611
H: 4.416 -3.296 -1.398
C: 1.421 0.266 2.062
C: -0.531 -1.540 -2.484
H: -2.836 4.073 2.140
C: 0.618 3.809 1.773
H: -4.571 1.262 -0.731
P: -1.019 1.564 1.879
H: -2.313 -2.871 2.515
H: -2.362 -0.429 -4.038
H: 2.399 1.166 -3.612
H: 1.302 3.383 1.036
C: -1.777 4.322 2.287
H: 4.067 -1.530 -2.983
H: 2.451 -1.891 -3.646
H: 0.134 -5.924 -0.671
H: -0.480 -1.816 -3.550
H: -3.301 1.935 1.163
C: 1.135 4.289 -2.877
H: -2.218 3.429 -0.237
C: -1.437 1.392 3.718
C: -3.671 0.833 -1.165
H: 2.855 -0.182 -0.341